25
Properties=species:S:1:pos:R:3 method="wB97M-V/def2-TZVPD" lumo_energy_ev=0.49 e_above_lowest_kj_mol=172.6 e_homo_ev=-8.13 gap_ev=8.61 spin_multiplicity=1
C -3.815 0.524 0.355
C -3.133 0.513 -0.827
C -3.160 0.166 1.532
C -1.752 0.388 -0.864
C -1.893 -0.263 1.467
C -1.108 0.081 0.337
C 2.435 1.714 -0.699
C 3.133 0.455 -0.553
C 1.688 0.443 -0.723
C 0.903 -2.454 1.258
O 0.974 0.874 1.926
P 0.692 0.097 0.761
H -4.894 0.663 0.258
H -3.751 0.623 -1.693
H -3.737 -0.088 2.418
H -1.148 0.768 -1.740
H -1.401 -0.545 2.390
H 2.209 2.396 0.118
H 2.541 2.165 -1.662
H 3.755 0.300 -1.340
H 3.522 0.295 0.375
H 1.273 -0.048 -1.596
H 1.857 -2.542 1.824
H 0.018 -2.689 1.705
H 0.854 -2.613 0.195

---

25
Properties=species:S:1:pos:R:3 method="wB97M-V/def2-TZVPD" lumo_energy_ev="-4.94 / -5.09" charge=+1 e_above_lowest_kj_mol=463.8 e_homo_ev="-11.64 / -11.14" gap_ev="6.69 / 6.05" spin_multiplicity=1
C -2.099 2.333 -0.956
C -0.685 0.698 -0.718
C -1.005 2.043 -2.944
C 0.959 -1.577 1.714
C 0.589 -0.858 0.562
C 1.980 -2.471 1.721
C -0.429 0.084 0.487
C -0.723 2.542 -4.311
C 2.429 -3.188 2.930
C -1.282 0.436 1.670
O -1.898 2.550 -2.190
S -0.024 0.738 -2.233
H -3.071 2.294 -0.514
H 0.418 -1.399 2.632
H 1.151 -1.056 -0.344
H 2.517 -2.667 0.802
H -1.260 1.952 -5.056
H 0.339 2.475 -4.536
H -1.043 3.578 -4.404
H 3.179 -3.938 2.699
H 2.859 -2.474 3.638
H 1.593 -3.660 3.446
H -2.021 -0.346 1.844
H -1.802 1.373 1.496
H -0.673 0.537 2.563

---

24
Properties=species:S:1:pos:R:3 method="wB97M-V/def2-TZVPD" lumo_energy_ev=0.13 e_above_lowest_kj_mol=7.7 e_homo_ev=-8.73 smiles="C=Pc1c(C)cc(C)cc1C" gap_ev=8.86 spin_multiplicity=1
C -0.477 -0.455 -3.447
P -1.683 -0.662 -2.271
C -0.653 -0.160 -0.781
C -0.494 1.148 -0.303
C -0.993 2.433 -0.903
C 0.066 1.274 0.965
C 0.514 0.199 1.726
C 1.144 0.465 3.066
C 0.383 -1.049 1.185
C -0.260 -1.254 -0.034
C -0.349 -2.677 -0.395
H -0.940 -0.430 -4.384
H 0.415 0.144 -3.499
H -1.541 3.101 -0.103
H -0.132 2.991 -1.226
H -1.828 2.169 -1.757
H 0.267 2.253 1.319
H 2.027 1.120 2.853
H 0.350 0.929 3.760
H 1.531 -0.481 3.404
H 0.559 -1.841 1.967
H 0.378 -3.050 -1.111
H -0.210 -3.277 0.547
H -1.320 -2.838 -0.969

---

24
Properties=species:S:1:pos:R:3 method="wB97M-V/def2-TZVPD" lumo_energy_ev="-0.76 / -0.76" e_above_lowest_kj_mol=394.7 e_homo_ev="-8.03 / -8.03" gap_ev="7.27 / 7.27" spin_multiplicity=1
C 2.043 -0.147 -2.558
C 1.919 1.243 -2.317
C 1.195 -1.087 -1.998
C 0.873 1.633 -1.493
C 0.274 -0.663 -1.061
C 0.079 0.685 -0.897
C -0.882 -1.413 -0.574
C -0.877 1.092 0.178
C 0.451 -0.467 2.123
C -2.571 -0.484 1.896
P -0.981 -0.681 1.012
H 2.800 -0.634 -3.180
H 2.532 2.066 -2.679
H 1.565 -2.000 -2.322
H 0.785 2.625 -1.219
H -0.724 -2.180 1.412
H -0.462 1.905 0.736
H -1.848 1.272 -0.163
H 0.145 -0.450 3.124
H 1.125 -1.295 1.731
H 1.027 0.424 1.962
H -2.423 -0.857 2.803
H -2.820 0.485 2.198
H -3.224 -1.075 1.284

---

41
Properties=species:S:1:pos:R:3 method="wB97M-V/def2-TZVPD" lumo_energy_ev="-5.77 / -9.49" charge=+2 e_above_lowest_kj_mol=33.8 e_homo_ev="-14.95 / -14.95" gap_ev="9.18 / 5.47" spin_multiplicity=2
Ba -0.064 -0.859 0.148
N 3.295 -1.438 0.509
C 2.808 -2.735 0.580
N 3.483 -3.639 1.241
C 2.913 -4.860 1.272
N 3.545 -5.822 1.923
N 1.733 -5.170 0.681
C 1.136 -4.174 0.083
N 1.612 -2.919 -0.015
C -0.218 -4.420 -0.486
C -0.625 -5.703 -0.803
C -1.907 -5.892 -1.298
C -2.736 -4.794 -1.445
C -2.245 -3.545 -1.104
N -1.007 -3.344 -0.647
H 4.183 -1.337 0.986
H 3.354 -1.088 -0.438
H 4.422 -5.629 2.376
H 3.144 -6.744 1.965
H 0.052 -6.529 -0.645
H -2.253 -6.884 -1.556
H -3.748 -4.895 -1.812
H -2.879 -2.670 -1.199
F -2.213 -0.406 1.618
As -1.438 -0.177 3.221
F -0.324 0.907 2.251
F -2.416 1.201 3.491
F -0.486 0.085 4.590
F -0.360 -1.478 2.672
F -2.507 -1.264 3.935
C -3.231 5.890 2.493
N -2.594 5.362 1.287
C -1.842 4.284 1.279
N -1.521 3.640 2.378
S -1.258 3.688 -0.266
H -3.894 6.699 2.207
H -2.479 6.276 3.183
H -3.820 5.109 2.976
H -2.712 5.853 0.413
H -1.811 3.960 3.292
H -1.059 2.738 2.334

---

39
Properties=species:S:1:pos:R:3 method="wB97M-V/def2-TZVPD" lumo_energy_ev="-9.87 / -11.26" charge=+2 e_above_lowest_kj_mol=95.0 e_homo_ev="-16.85 / -16.81" gap_ev="6.98 / 5.55" spin_multiplicity=3
C 2.556 -0.510 0.491
N 1.262 -0.616 0.082
N 1.122 0.068 -1.124
C 2.366 0.358 -1.558
C 3.282 0.054 -0.557
B -0.177 0.328 -1.966
N -0.907 -1.067 -1.710
N -0.867 -1.868 -0.570
C -1.534 -3.035 -0.817
C -1.697 -3.109 -2.200
C -1.302 -1.880 -2.725
Pt -0.010 -1.713 1.221
N -0.890 1.824 -1.974
N -1.459 2.467 -0.918
C -1.872 3.678 -1.271
C -1.587 3.871 -2.654
C -0.955 2.693 -3.055
H -2.346 4.348 -0.549
H -0.555 2.403 -4.008
H -1.856 4.749 -3.207
H 0.170 0.262 -3.136
H -1.154 -1.589 -3.762
H 2.494 0.728 -2.570
H -2.028 -3.981 -2.739
H 4.338 0.233 -0.593
H -1.803 -3.689 0.015
H 2.852 -0.813 1.486
H -1.524 0.681 2.116
C -1.602 -0.315 1.671
H -2.504 -0.388 1.056
H -0.661 -0.297 0.978
H -1.674 -1.041 2.469
F 1.589 -1.722 5.958
Te 1.487 -0.463 4.540
F 3.371 -0.686 4.468
F 1.604 0.944 3.283
F -0.354 -0.193 4.879
F 1.681 0.969 5.778
O 1.143 -1.684 3.175

---

39
Properties=species:S:1:pos:R:3 method="wB97M-V/def2-TZVPD" lumo_energy_ev=-9.33 charge=+2 e_above_lowest_kj_mol=111.9 e_homo_ev=-16.53 gap_ev=7.20 spin_multiplicity=1
H -1.376 -3.496 -0.025
N -1.844 -1.483 -0.393
B -2.776 0.874 -0.471
N -2.878 -0.648 -0.163
C -3.844 -1.356 0.442
Ti 0.703 0.990 -0.769
H -4.773 -0.888 0.742
C -3.404 -2.670 0.584
H -3.936 -3.490 1.019
C -2.120 -2.713 0.054
H -3.873 1.363 -0.549
C 1.910 2.619 -0.957
H 2.880 2.112 -0.759
H 1.703 3.397 -0.214
H 1.941 3.089 -1.942
N -2.013 1.072 -1.807
N -1.944 1.561 0.653
N -0.652 0.871 -1.814
N -0.573 1.427 0.762
C -2.380 1.639 -2.952
C -2.401 2.366 1.621
H -3.429 1.880 -3.092
H -3.456 2.605 1.667
C -1.258 1.785 -3.774
C -1.319 2.776 2.408
C -0.175 1.305 -3.051
C -0.189 2.176 1.834
H -1.251 2.199 -4.768
H -1.347 3.414 3.263
H 0.869 1.257 -3.305
H 0.850 2.256 2.118
H -0.916 -1.216 -0.723
F 3.773 -1.166 -0.251
Te 2.138 -1.636 0.654
F 1.844 -3.359 -0.166
F 2.950 -2.293 2.316
F 0.423 -1.753 1.506
F 2.116 0.206 1.320
O 1.246 -0.810 -0.817

---

31
Properties=species:S:1:pos:R:3 method="wB97M-V/def2-TZVPD" lumo_energy_ev=-0.62 e_homo_ev=-8.41 smiles="CN(C)B(O)c1cnc2c([PH2]=N)cccc2n1" gap_ev=7.79 spin_multiplicity=1
C -2.364 -2.224 -2.522
N -1.520 -2.948 -1.575
C -0.194 -3.240 -2.125
B -1.472 -2.346 -0.249
O -2.184 -2.929 0.785
C -0.664 -1.013 0.099
C 0.718 -1.033 0.416
N 1.422 0.014 0.736
C 0.718 1.177 0.756
C 1.371 2.386 1.128
P 3.120 2.362 1.614
N 3.296 2.353 3.178
C 0.692 3.577 1.174
C -0.675 3.624 0.825
C -1.318 2.469 0.465
C -0.646 1.229 0.430
N -1.343 0.107 0.100
H -2.406 -2.753 -3.469
H -3.383 -2.188 -2.143
H -2.039 -1.190 -2.676
H 0.556 -3.321 -1.343
H 0.108 -2.530 -2.897
H -0.229 -4.219 -2.603
H -1.568 -3.185 1.480
H 1.235 -1.984 0.400
H 3.671 3.502 0.994
H 3.690 1.234 1.009
H 3.813 1.538 3.479
H 1.186 4.486 1.481
H -1.220 4.552 0.840
H -2.366 2.496 0.212

---

Number 1: largest force on an atom 5.8 eV/A, electronic energy -21913.8914 eV, molar mass 180.2 Da. Number 2: largest force on an atom 5.5 eV/A, electronic energy -23450.9414 eV, molar mass 181.3 Da. Number 3: largest force on an atom 3.4 eV/A, electronic energy -19867.2623 eV, molar mass 164.2 Da. Number 4: largest force on an atom 4.7 eV/A, electronic energy -19863.2514 eV, molar mass 164.2 Da. Number 5: largest force on an atom 0.2 eV/A, electronic energy -111184.2050 eV, molar mass 604.6 Da. Number 6: largest force on an atom 4.2 eV/A, electronic energy -46365.0974 eV, molar mass 662.7 Da. Number 7: largest force on an atom 7.3 eV/A, electronic energy -66242.7855 eV, molar mass 515.5 Da. Number 8: largest force on an atom 1.6 eV/A, electronic energy -28570.0420 eV, molar mass 248.0 Da.